C28H21Cl2N6O6S2W as an isolated structure in a non-equilibrium geometry, computed with wB97M-V/def2-TZVPD.

As for the charge: +1. For the HOMO energy, the calculation gives -0.3964 Ha. The orbital gap comes out at 5.58 eV.

Geometry as XYZ:
```
66
Properties=species:S:1:pos:R:3:lowdin_charge:R:1
C -0.905 -3.043 -1.467 -0.648
S 0.845 -1.189 -2.229 0.767
H 3.606 3.667 -1.512 0.123
H -1.809 0.286 4.054 0.111
C 2.106 1.086 1.877 -0.279
H 2.132 -4.631 2.803 0.122
C -0.968 -1.329 2.075 -0.595
N -0.911 -0.086 1.472 -0.136
H 2.432 -0.595 3.170 0.106
H -1.760 -4.674 -0.438 0.092
C -2.990 1.596 -4.398 -0.008
C -1.543 0.982 2.108 -0.175
N 2.956 2.100 1.858 0.194
C 0.278 -2.905 -2.095 -0.662
C 4.177 3.637 0.369 -0.425
H -2.473 4.023 0.934 0.121
H 1.062 -3.450 -3.869 0.083
C -1.806 -4.250 -1.452 -0.119
H 0.662 -4.872 -2.901 0.074
C -2.661 0.264 -4.318 0.012
C 1.837 2.005 -1.581 -0.501
H -3.434 1.986 -5.322 0.138
O 2.427 2.687 -2.403 0.112
C 0.183 -2.205 1.676 -0.250
C 2.522 -3.387 1.109 0.004
H -0.008 -3.492 3.311 0.141
S -1.812 -1.799 -0.508 0.800
H -2.823 3.465 -3.364 0.137
C -1.425 2.697 -1.188 -0.386
H 0.646 -0.030 3.080 0.081
O -1.680 -1.678 2.935 0.169
C -2.608 2.245 3.772 -0.636
H -2.821 -3.973 -1.768 0.083
H 1.954 0.897 3.898 0.098
O 4.791 4.115 1.325 0.110
H -1.461 -1.174 -3.212 0.070
W -0.242 0.068 -0.468 1.559
Cl -3.640 4.747 3.294 0.737
C -1.860 -0.172 -3.275 -0.148
C 2.192 1.939 -0.112 -0.072
Cl -2.909 2.392 5.479 0.716
C -2.319 3.196 1.617 -0.064
O -1.343 3.880 -1.072 0.187
C 2.040 -2.286 0.347 -0.113
O 0.777 1.311 -1.883 -0.288
C -2.559 2.426 -3.400 0.035
H 3.566 2.416 2.601 0.191
C 0.623 -3.206 2.482 0.021
C 3.112 2.611 0.623 -0.065
H 3.480 -3.807 0.904 0.111
C -1.765 2.053 1.172 -0.155
H -2.915 -0.332 -5.149 0.112
N 1.464 1.022 0.691 0.060
C 1.046 -3.872 -2.864 -0.106
C -1.878 1.889 -2.351 -0.166
H 2.160 -3.967 -2.576 0.117
O 4.293 4.108 -0.870 0.137
C 1.780 -3.855 2.159 -0.023
C -2.766 3.323 2.880 -0.657
N -1.520 0.591 -2.289 -0.075
N 0.914 -1.677 0.685 -0.046
N -1.186 1.796 -0.105 -0.040
C 1.731 0.247 3.052 0.042
H -1.510 -4.933 -2.196 0.056
H 2.495 -2.001 -0.587 0.071
C -1.982 1.117 3.409 -0.063
```

***

C28H21F2N4Pd as an isolated structure in a non-equilibrium geometry, computed with wB97M-V/def2-TZVPD.

As for the charge: -1. For the HOMO energy (spin up / spin down), the calculation gives -0.0838 / -0.0838 Ha. The orbital gap (spin up / spin down) comes out at 4.17 / 4.17 eV.

Geometry as XYZ:
```
56
Properties=species:S:1:pos:R:3:lowdin_charge:R:1
F -12.518 4.710 -4.566 0.014
C -7.782 9.142 -4.548 -0.129
C -13.493 13.314 -6.320 -0.037
C -13.263 6.978 -7.809 -0.090
H -9.366 5.874 -5.266 0.084
C -8.427 8.261 -6.687 -0.271
C -10.068 8.327 -5.044 -0.481
C -12.464 11.319 -11.082 -0.061
H -12.709 12.459 -3.133 0.117
C -13.184 12.884 -9.514 -0.035
N -9.606 7.882 -6.320 0.027
C -12.886 12.416 -4.214 -0.029
C -12.399 7.508 -6.816 -0.176
C -12.575 5.481 -5.685 -0.235
N -10.988 9.473 -5.283 0.028
Pd -12.055 9.452 -6.978 0.944
C -13.236 4.899 -6.742 0.014
H -9.237 8.720 -3.067 0.061
C -12.744 12.023 -8.517 -0.151
H -12.260 11.090 -12.136 0.119
C -12.129 10.434 -10.087 -0.310
H -11.658 10.544 -2.078 0.082
C -12.304 11.339 -4.868 -0.157
H -12.980 13.415 -11.588 0.120
H -10.599 4.947 -4.221 0.071
H -10.498 9.224 -10.892 0.098
H -13.348 3.761 -6.684 0.149
H -13.591 7.578 -8.665 0.086
N -12.306 10.766 -8.789 0.075
C -11.016 7.142 -4.581 -0.338
N -12.335 11.298 -6.243 -0.008
C -12.825 12.276 -6.981 -0.184
H -13.976 14.129 -6.809 0.085
C -11.892 8.477 -2.492 -0.128
H -12.194 8.643 -11.282 0.103
C -9.018 8.709 -4.081 -0.064
H -9.381 5.994 -3.559 0.076
C -13.687 5.671 -7.767 -0.310
H -11.458 8.420 -9.638 0.058
C -10.060 5.892 -4.412 -0.032
C -12.941 12.592 -10.852 -0.061
H -12.277 8.410 -1.503 0.073
C -11.714 9.848 -2.919 -0.062
H -11.942 6.346 -2.810 0.100
F -14.401 5.107 -8.794 0.016
H -8.168 8.084 -7.766 0.095
H -13.842 14.337 -4.397 0.121
H -13.582 13.889 -9.386 0.108
H -7.019 9.557 -3.874 0.085
H -6.642 9.297 -6.453 0.047
C -12.011 6.767 -5.651 -0.107
C -11.592 10.174 -4.310 -0.265
C -13.523 13.396 -4.922 -0.076
C -11.536 9.119 -10.488 -0.037
C -7.507 8.933 -5.913 -0.192
C -11.672 7.339 -3.210 -0.032
```

***

C28H21F3N2O5SYb as an isolated structure in a non-equilibrium geometry, computed with wB97M-V/def2-TZVPD.

As for the charge: -1. For the HOMO energy (spin up / spin down), the calculation gives -0.1963 / -0.1965 Ha. Its multiplicity is 2. The orbital gap (spin up / spin down) comes out at 7.52 / 7.53 eV.

Geometry as XYZ:
```
61
Properties=species:S:1:pos:R:3:lowdin_charge:R:1
H 0.006 -4.884 -0.740 0.117
F 5.891 -0.160 -0.129 0.138
Yb 1.431 -0.870 -0.431 1.549
C -4.806 5.453 2.790 -0.735
C -0.561 0.243 -3.311 -0.142
F 3.923 0.635 -0.416 0.112
N 0.178 -1.824 -2.230 -0.056
C 0.091 2.548 -2.908 -0.007
H 4.820 -0.914 2.615 0.119
H -0.984 4.020 -3.979 0.092
C 4.391 -1.430 -1.616 -0.588
C 3.762 -4.612 1.939 -0.064
H -1.161 -1.763 -3.825 0.126
H 3.410 -5.591 1.768 0.086
C -0.534 -1.195 -3.100 -0.084
F 5.326 0.690 -2.041 0.127
S -5.576 3.945 3.385 0.987
C -4.436 2.802 2.690 -0.566
C 4.953 -4.364 2.611 -0.116
C -2.598 1.277 2.875 -0.017
H -2.344 2.351 -5.301 0.081
H 6.350 -2.868 3.268 0.099
H -5.247 3.009 0.664 0.110
C -1.645 2.020 -4.553 -0.114
H -1.817 0.798 3.508 0.128
H -0.813 -3.630 -2.774 0.107
C -1.442 0.678 -4.308 -0.073
N 1.078 -3.212 -0.043 -0.070
H -0.911 -3.451 -0.240 0.108
H 0.965 -3.726 -2.637 0.123
C -1.770 0.142 0.904 -0.208
H -5.430 7.575 2.745 0.070
O 5.242 -2.154 -2.076 0.086
C 0.056 -3.287 -2.212 -0.194
H 0.746 3.259 -2.426 0.106
C -0.837 2.954 -3.863 -0.091
C 3.329 -2.224 1.766 -0.350
C -2.710 0.985 1.492 -0.274
O 2.612 -1.226 1.361 -0.217
H -3.501 2.277 4.536 0.093
C -0.852 -0.556 0.492 -0.089
H -3.749 1.418 -0.349 0.125
C 4.563 -1.983 2.471 -0.012
O -3.668 5.509 2.400 0.037
C 0.239 1.168 -2.575 -0.364
H 5.584 -5.187 2.935 0.088
C -3.695 1.627 0.727 -0.040
H -1.946 -0.091 -4.862 0.094
O 3.138 -1.536 -1.654 -0.113
H -6.636 6.430 3.336 0.057
C -5.814 6.583 2.642 -0.079
C 1.794 -3.979 0.699 -0.071
H -6.189 6.422 1.642 0.082
C 5.372 -3.053 2.826 -0.103
C -4.532 2.513 1.320 -0.114
C 4.882 -0.074 -1.011 -0.539
O 1.060 0.807 -1.668 -0.197
H 1.587 -5.075 0.688 0.130
C -0.013 -3.772 -0.766 -0.242
C 2.953 -3.580 1.473 -0.144
C -3.512 2.132 3.479 -0.100
```

***

Looking at energy for the records above, in order, we have -99141.11303, -44248.16890, -93117.47193 eV.